{
  "formula": "CClF2O3S",
  "method": "wB97M-V/def2-TZVPD",
  "species": ["O", "F", "F", "S", "Cl", "O", "O", "C"],
  "coordinates": [[-1.01198, -0.70417, -1.45683], [1.56583, 1.65789, -0.67953], [0.93149, 0.51297, 1.45501], [-1.06966, -0.20541, -0.11261], [1.74973, -1.13982, -0.43726], [-1.87032, 0.96512, 0.14955], [-1.09712, -1.25860, 0.89341], [0.80202, 0.17201, 0.18826]],
  "gap_ev": 9.517,
  "e_above_lowest_ev": 2.1740,
  "multiplicity": 1,
  "charge": -1
}


{
  "formula": "H41O20",
  "method": "wB97M-V/def2-TZVPD",
  "species": ["H", "H", "O", "O", "O", "H", "O", "H", "H", "H", "H", "H", "H", "H", "H", "O", "H", "H", "H", "O", "O", "O", "H", "O", "O", "H", "O", "H", "H", "H", "O", "O", "H", "H", "H", "O", "O", "H", "H", "H", "H", "H", "O", "H", "H", "O", "H", "H", "H", "H", "O", "H", "H", "O", "O", "H", "H", "H", "H", "H", "H"],
  "coordinates": [[-5.06177, -2.89259, -1.65206], [-2.55309, -1.47748, 0.55047], [0.31763, -2.07071, -3.21797], [2.93534, -2.42588, 3.89117], [3.35447, -2.76959, 1.20604], [1.72898, 5.13140, 0.87757], [2.11142, -1.96311, -1.26476], [3.85462, -2.29587, 4.20258], [-0.96035, 5.75797, 1.25111], [2.06702, 3.69539, 0.77789], [-0.14380, 2.19239, -4.55215], [4.23721, -0.11385, 0.98028], [1.11873, 0.69292, 4.56050], [0.82572, -1.31831, -3.26679], [-1.95137, 5.12263, -2.41020], [-3.32832, -1.13151, 1.01509], [-2.96280, -0.61285, 1.78331], [2.11723, 0.97316, -2.47930], [-1.73362, -4.83447, 2.87841], [-1.57775, 4.13335, -2.48571], [1.77592, 4.39632, 1.49099], [-2.65087, -0.08216, 3.76508], [-3.02472, -0.75086, 4.35687], [3.99685, 0.89700, 0.87415], [0.78983, 0.54327, 3.66406], [1.07821, -1.19579, -1.28606], [2.54882, 0.81027, -3.28347], [-5.14063, -2.20523, -0.24348], [-2.18552, 3.58367, -1.95525], [2.26651, -1.90743, 4.31875], [-0.08418, -0.88657, -1.10715], [-2.45042, -5.23915, 2.46605], [1.23794, 0.21053, 2.13046], [-0.23310, -3.25182, 0.24498], [1.93233, 0.79430, 0.96767], [1.16522, 0.20986, 1.16739], [-0.69886, 4.86990, 1.11449], [-3.88825, 0.38118, -4.50116], [-0.02848, -0.91252, -0.12787], [-3.11498, -4.73170, 1.94929], [-1.49937, 1.91356, -4.75746], [0.83239, 2.39081, -1.03875], [-0.00876, -2.53045, 0.84473], [-3.41505, 0.72879, -2.93982], [4.83898, 1.20266, 1.21790], [-4.63069, -2.31768, -1.01118], [0.31589, 2.90145, -2.44414], [-0.09320, 0.08847, -1.34075], [2.37264, 1.14446, -4.13679], [2.74938, -2.92721, 1.94105], [0.49305, 2.18696, -1.86013], [-3.29779, 0.59531, 3.60360], [1.42529, -2.47514, -1.71791], [-3.29929, 0.27200, -3.83394], [-0.70573, 1.96345, -5.27525], [4.32414, -2.94453, 1.47063], [-0.18696, 0.70506, 3.80307], [2.38151, -2.25374, -0.25441], [-0.57481, -1.89329, -3.54046], [0.09264, -2.84789, 1.76951], [0.19864, 4.77087, 0.84924]],
  "gap_ev": 10.476,
  "e_above_lowest_ev": 5.1896,
  "multiplicity": 1,
  "charge": 1
}


Number 1: E_LUMO 3.44 eV. Number 2: E_LUMO -2.78 eV.